Below is a 14-piece molecular cluster, C33H62B2Cl26F2O6Si2 overall in a non-equilibrium geometry, with properties calculated with the ωB97M-V functional and the def2-TZVPD basis.

CARTESIAN COORDINATES (ANGSTROEM)
C 1.204 3.584 -2.729
Si 0.104 -0.624 2.136
H 3.867 -1.418 -7.581
H -10.081 0.583 -2.088
C 2.106 4.636 -2.880
C 3.247 4.814 8.313
C -6.552 2.417 -2.067
C 1.982 0.843 3.778
H 4.293 5.007 8.109
H -6.049 -1.377 0.215
H -7.124 1.835 -2.782
H 2.991 4.831 4.548
H 2.170 -0.885 -3.241
C 4.275 1.751 3.184
H 0.334 0.041 -5.229
C 2.831 2.083 -3.683
Cl -5.840 0.229 -5.313
C -0.391 1.157 -0.143
H -0.011 -3.776 2.726
H -0.884 -4.138 5.109
C -5.746 6.865 -6.668
H 3.106 1.087 -4.004
H -6.236 -0.161 -7.594
Cl 2.784 -1.775 -5.528
Cl 7.776 5.786 0.647
H -9.012 -0.182 -0.893
H 1.950 1.084 4.843
H 3.981 -1.874 2.952
O 5.014 2.895 3.357
H 4.072 5.229 -3.543
H -7.660 -1.648 0.931
C 0.467 -6.334 1.690
C -1.051 0.120 0.761
H 0.903 -5.720 0.909
Cl 2.973 3.068 8.227
C -0.447 -3.308 5.657
H -2.024 -1.941 6.115
C 4.956 -5.870 5.424
H 2.487 -0.116 3.696
C -6.567 0.587 -6.884
Cl 7.179 5.648 3.514
H -2.444 -5.778 -0.738
H 4.142 2.998 5.263
Cl 4.569 -4.148 5.313
C 2.786 1.949 3.097
H 4.900 -2.277 -6.411
Cl 5.168 -6.398 7.096
H -1.151 -0.425 -4.341
C -9.868 0.467 -1.032
C -0.436 0.374 -4.534
C -0.886 1.209 -1.613
H 0.301 -11.548 -2.314
Cl -0.807 3.660 -5.675
H -0.492 -5.931 1.998
O -0.858 -3.376 2.496
H 2.981 5.157 9.305
H -1.152 2.249 -1.815
H 5.878 -6.049 4.885
H -0.512 -3.547 6.717
O -1.765 -1.850 4.116
H -7.645 0.561 -6.777
H 2.474 2.087 2.061
H 0.697 1.062 -0.119
C -2.179 -6.593 -1.402
Cl -3.631 -7.544 -1.731
H 1.852 5.643 -2.574
C 4.196 -1.466 -6.550
F -1.657 -0.882 0.036
Cl -5.767 3.735 -2.939
C 3.747 -2.153 1.925
O 2.982 -1.122 1.297
H 4.709 2.930 -4.261
H -2.873 4.369 -6.543
F -2.068 0.778 1.447
H 3.208 -3.102 1.957
Cl -6.306 -3.561 1.044
C 0.510 0.823 3.288
H -0.939 1.250 -4.943
H -2.654 4.859 -4.846
H -0.540 -1.154 5.660
H -1.440 -7.240 -0.947
H 5.876 4.894 1.708
C 4.774 3.580 4.590
Cl 0.218 -7.961 1.055
H -6.751 7.203 -6.450
C 4.065 4.923 4.418
Cl -4.743 7.141 -5.238
Cl 2.272 5.693 7.131
H 4.403 5.622 5.179
B -0.954 -2.100 3.036
Cl -11.275 -0.249 -0.245
C 1.562 2.285 -3.118
H 0.284 1.754 2.771
Si 0.418 0.800 -2.909
Cl -1.481 -5.908 -2.877
H 2.547 2.891 3.589
C -1.192 -1.996 5.416
H 0.614 -3.204 5.425
C -6.881 -2.066 0.305
B 1.660 -1.481 1.188
Cl -6.115 2.187 -7.475
H 4.262 5.396 3.459
O 4.823 0.704 3.070
C 0.830 -11.007 -1.540
C 3.371 4.415 -3.426
H 1.862 -11.332 -1.482
O 1.363 -2.568 0.388
Cl 5.003 0.052 -6.148
H 0.229 3.784 -2.306
Cl 1.558 -6.307 3.091
H 5.733 3.768 5.059
C 6.936 4.900 1.926
Cl -5.378 1.342 -1.294
Cl -7.549 -2.349 -1.312
H -1.799 0.643 -1.783
C 3.734 3.135 -3.841
Cl -9.461 2.057 -0.363
C 1.476 -0.673 -2.424
Cl -5.815 5.155 -7.111
H 2.090 -0.434 -1.557
Cl 0.809 -9.287 -1.947
H 0.488 -2.489 -0.007
H -0.136 0.735 4.160
H 4.143 -6.435 4.984
H -7.201 2.808 -1.295
H 7.318 3.888 1.963
Cl 0.047 -11.340 0.010
H 0.890 -1.578 -2.277
C -2.534 4.055 -5.563
H -5.326 7.424 -7.496
H -0.627 2.113 0.318
Cl -3.530 2.692 -5.050
H 4.684 -2.324 1.401

Atoms 1-3, force components in eV/Å:
C 0.63 -0.02 -0.17
Si -0.06 0.63 -0.09
H -0.04 0.05 0.01

The calculation puts the energy relative to the best compared isomer or geometry (same formula, charge and spin) at 0.000 eV. The value obtained for the frontier orbital gap is 9.20 eV. For the LUMO energy, the calculation gives 0.3 eV. The net charge is 0. Its HOMO energy is -8.911 eV.